[1]
ORCA calculation (ωB97M-V with the def2-TZVPD basis set) on C6H18ClMnO6 as an isolated structure at a distorted geometry.

Computed properties:
Frontier orbital gap (spin up / spin down), Ha: 0.1320 / 0.1349
2S+1: 6
F_max, eV Å⁻¹: 3.2
LUMO level (spin up / spin down), eV: -8.547 / -8.469
Energy relative to the best compared isomer or geometry (same formula, charge and spin), kcal/mol: 45.52
Charge: +1

Atoms and positions in Å:
1 Mn -0.28243 2.64593 -3.65367
2 Cl -0.15265 1.24747 -1.65064
3 C -4.68158 -1.57648 0.10997
4 C -3.27624 -0.83646 -0.00228
5 O -3.14087 0.01651 -1.14479
6 O -4.83551 -2.50214 -0.90122
7 H -5.44499 -0.80671 -0.00300
8 H -4.72407 -1.99166 1.11690
9 H -2.45926 -1.55796 0.00737
10 H -3.13485 -0.30316 0.93778
11 H -2.27472 0.43035 -1.15586
12 H -5.78093 -2.66870 -0.90667
13 C 0.13085 0.38416 2.14328
14 C 1.22561 1.50437 2.17525
15 O 0.95269 2.46345 1.14094
16 O -1.10418 0.96162 2.56618
17 H 0.38803 -0.30104 2.95103
18 H 0.04550 -0.12869 1.18525
19 H 2.18279 0.99183 2.07922
20 H 1.17254 1.92785 3.17822
21 H 0.67450 1.90655 0.41014
22 H -1.11841 1.80554 2.10880
23 C 4.05285 -0.67745 -1.66899
24 C 3.44110 -0.10050 -0.40323
25 O 2.08292 -0.40289 -0.15349
26 O 3.61891 -0.12590 -2.86542
27 H 3.94734 -1.76177 -1.63407
28 H 5.13702 -0.57864 -1.72287
29 H 3.60840 0.97646 -0.38673
30 H 4.01851 -0.50434 0.42840
31 H 1.58112 0.14334 -0.76294
32 H 4.15002 -0.58108 -3.52293

Mulliken population analysis, charges in e, atoms 1 to 2:
1. Mn 1.182
2. Cl -0.345

[2]
ORCA calculation (ωB97M-V with the def2-TZVPD basis set) on C6H18CsO6 as an isolated structure at a distorted geometry.

Computed properties:
Frontier orbital gap, Ha: 0.3103
F_max, eV Å⁻¹: 2.1
LUMO level, eV: -4.046
Energy relative to the best compared isomer or geometry (same formula, charge and spin), kcal/mol: 49.03
Charge: +1

Atoms and positions in Å:
1 Cs 5.04401 -21.56309 15.56524
2 C 7.71329 -23.19514 9.44222
3 C 8.28347 -23.62161 10.83724
4 O 7.44841 -23.28828 11.92386
5 O 6.48513 -23.84654 9.13158
6 H 8.46179 -23.57700 8.74792
7 H 7.64567 -22.10937 9.37423
8 H 9.28303 -23.19996 10.94318
9 H 8.31063 -24.71095 10.86379
10 H 7.88514 -23.37850 12.77400
11 H 6.21066 -24.27072 9.94788
12 C 5.45902 -16.78868 17.11326
13 C 4.04096 -17.25539 17.56685
14 O 4.04550 -17.76186 18.91174
15 O 6.24646 -17.95802 17.04252
16 H 5.92233 -16.06105 17.77960
17 H 5.42595 -16.29375 16.14268
18 H 3.62175 -18.10014 17.02025
19 H 3.29203 -16.46530 17.62131
20 H 4.65082 -18.50637 18.94173
21 H 6.21874 -18.30923 17.93553
22 C 8.24214 -26.67794 16.73587
23 C 9.28601 -25.64003 16.28418
24 O 8.60299 -24.32642 16.17062
25 O 7.60143 -26.47915 18.01455
26 H 8.79863 -27.60843 16.84813
27 H 7.46345 -26.73370 15.97519
28 H 9.72461 -25.75637 15.29312
29 H 10.12945 -25.57914 16.97193
30 H 8.06725 -24.17877 16.95342
31 H 7.19905 -25.60931 17.95918

Mulliken population analysis, charges in e, atoms 1 to 2:
1. Cs 0.984
2. C -0.290

[3]
ORCA calculation (ωB97M-V with the def2-TZVPD basis set) on C6H18F6MnN9O9S2 as an isolated structure at a distorted geometry.

Computed properties:
Frontier orbital gap (spin up / spin down), Ha: 0.3106 / 0.3503
2S+1: 6
F_max, eV Å⁻¹: 7.6
LUMO level (spin up / spin down), eV: -2.711 / -2.720
Charge: +1

Atoms and positions in Å:
1 Mn -0.47386 0.25131 0.30313
2 C -1.93890 2.72785 -2.91636
3 F -2.48843 3.48268 -1.98239
4 F -2.74796 1.61870 -2.90016
5 F -2.06024 3.26288 -4.13170
6 S -0.20299 2.27928 -2.41804
7 O -0.06960 0.92945 -2.94682
8 O 0.70065 3.21074 -3.07620
9 N -0.26134 2.09233 -0.67024
10 S 0.48008 3.47978 -0.21383
11 O 0.04686 4.69306 -0.87109
12 O 0.34163 3.49494 1.22197
13 C 2.43215 3.14135 -0.49505
14 F 2.90442 4.15720 -1.27101
15 F 2.97324 3.28056 0.64135
16 F 2.57348 1.84471 -0.88356
17 O -1.92877 1.20534 1.38622
18 H -1.62391 1.38029 2.27653
19 H -2.84853 1.47046 1.39105
20 C -0.68719 -2.42887 2.20199
21 O -0.67787 -1.34848 1.60197
22 N -0.40140 -2.52024 3.46618
23 N -1.02481 -3.61215 1.74703
24 H -0.49167 -1.66120 3.98961
25 H -0.22894 -3.40291 3.92580
26 H -1.07588 -4.40286 2.37336
27 H -1.49931 -3.68767 0.85864
28 C 1.80376 -1.78226 -0.97137
29 O 0.77326 -1.08400 -0.94902
30 N 2.71380 -1.56045 -1.82264
31 N 2.11085 -2.87717 -0.20146
32 H 2.61259 -0.73973 -2.40253
33 H 3.56411 -2.10481 -1.85031
34 H 2.99119 -3.31383 -0.43478
35 H 1.34987 -3.33765 0.27705
36 C 1.89838 0.39474 2.17428
37 O 1.05126 0.80923 1.48619
38 N 3.11928 0.36114 1.80856
39 N 1.76931 -0.05996 3.36035
40 H 3.35073 0.84929 0.95518
41 H 3.76689 0.10200 2.53899
42 H 0.81389 0.07345 3.65947
43 H 2.53731 -0.28107 3.97792
44 C -2.81893 -1.07024 -1.50610
45 O -2.07225 -0.68705 -0.61802
46 N -2.65285 -2.11218 -2.17837
47 N -4.01383 -0.59665 -1.67162
48 H -3.49605 -2.39031 -2.65979
49 H -1.98388 -2.85333 -2.02575
50 H -4.65693 -0.92982 -2.37554
51 H -4.25269 0.25213 -1.17905

Mulliken population analysis, charges in e, atoms 1 to 2:
1. Mn 1.515
2. C 0.658

[4]
ORCA calculation (ωB97M-V with the def2-TZVPD basis set) on a 6-piece molecular cluster, C6H18FN4O4 overall at a distorted geometry.

Computed properties:
Frontier orbital gap (spin up / spin down), Ha: 0.2179 / 0.2189
2S+1: 2
F_max, eV Å⁻¹: 5.8
LUMO level (spin up / spin down), eV: -7.841 / -7.842
Charge: +2

Atoms and positions in Å:
1 N -2.61937 0.64413 0.05919
2 H -3.10674 1.08251 -0.70919
3 H -3.05712 0.69933 0.96771
4 H -1.68959 1.03378 0.12085
5 H -2.48664 -0.31838 -0.21658
6 N 1.79971 0.98134 1.83614
7 H 0.98474 1.41698 1.42855
8 H 2.16816 1.62045 2.52599
9 H 2.52247 0.85277 1.14245
10 H 1.56686 0.07672 2.22024
11 N 0.91950 0.70664 -1.88747
12 H 0.32375 1.15186 -1.20412
13 H 0.56715 -0.11217 -2.36233
14 H 1.66666 0.27200 -1.36503
15 H 1.45303 1.35833 -2.44491
16 N -0.18450 4.13026 -1.96317
17 H -0.12756 5.13793 -1.92509
18 H -1.01671 3.91212 -2.49228
19 H -0.31957 3.67156 -1.07353
20 H 0.62630 3.69052 -2.37466
21 F -0.21634 2.05898 0.20504
22 C 0.60199 -4.24043 0.51234
23 C -0.10790 -3.41484 -0.56949
24 C -0.97020 -2.22686 -0.04944
25 O -1.97297 -1.78362 -0.65487
26 C -0.52939 -1.51311 1.15192
27 C 0.28016 -2.15474 1.98706
28 C 0.79680 -3.64637 1.70351
29 O 1.30713 -4.40513 2.64074
30 O 0.73477 -1.42164 2.96386
31 O -0.02333 -3.53913 -1.74995
32 H 0.92053 -5.23233 0.22762
33 H -0.81179 -0.48947 1.34890

Mulliken population analysis, charges in e, atoms 1 to 2:
1. N -0.178
2. H 0.391

[5]
ORCA calculation (ωB97M-V with the def2-TZVPD basis set) on a 2-piece molecular cluster, C6H18N3 overall at a distorted geometry.

Computed properties:
Frontier orbital gap, Ha: 0.3850
F_max, eV Å⁻¹: 4.9
LUMO level, eV: -3.136
Energy relative to the best compared isomer or geometry (same formula, charge and spin), kcal/mol: 71.49
Charge: +1

Atoms and positions in Å:
1 C 1.69334 0.34161 1.42668
2 C 2.24126 0.88578 2.81003
3 C 1.59107 1.53661 0.52119
4 H 2.35009 -0.44398 1.18259
5 H 0.63338 0.03351 1.46153
6 H 1.77004 0.41319 3.64333
7 H 1.08358 2.35918 0.95957
8 H 2.45123 1.93921 0.25647
9 H 2.47968 1.93745 2.66971
10 H 3.29381 0.49135 2.60194
11 H 1.09355 1.39575 -0.49978
12 C -0.90146 0.03326 -1.97768
13 C -0.35229 -0.44804 -3.25718
14 C -1.79308 -1.12271 0.15172
15 N -1.32049 -1.15071 -1.18358
16 N -2.09520 0.18617 0.66781
17 N -1.93595 -2.28343 0.85199
18 H -0.30860 0.80970 -1.31568
19 H -1.69571 0.83925 -2.20163
20 H -1.00388 -1.18355 -3.81920
21 H 0.70804 -0.88416 -3.19478
22 H -1.29522 -2.15185 -1.61721
23 H -2.20846 0.95379 0.02511
24 H -2.16951 0.54822 1.62276
25 H -1.82500 -3.24160 0.35797
26 H -2.23568 -2.15559 1.84668
27 H -0.24855 0.36160 -3.99036

Mulliken population analysis, charges in e, atoms 1 to 2:
1. C 0.096
2. C -1.017

[6]
ORCA calculation (ωB97M-V with the def2-TZVPD basis set) on the molecule C6H18N4 at a distorted geometry.

Computed properties:
Frontier orbital gap, Ha: 0.3483
F_max, eV Å⁻¹: 1.7
SMILES string: CN[C@@](C)(N)[C@@H](C)N(C)N
LUMO level, eV: 0.953
Energy relative to the best compared isomer or geometry (same formula, charge and spin), kcal/mol: 26.00
Charge: 0

Atoms and positions in Å:
1 C 1.40034 -1.37225 2.56222
2 N 0.82893 -1.37425 1.22569
3 C 0.52714 -0.00075 0.64111
4 C -0.29425 0.83959 1.61188
5 N 1.76072 0.71409 0.36929
6 C -0.22966 -0.35177 -0.65484
7 C -1.52252 -1.12630 -0.43117
8 N -0.40639 0.96382 -1.43802
9 C 0.04423 0.84949 -2.81008
10 N -1.69871 1.53370 -1.45513
11 H 0.61507 -1.14515 3.28273
12 H 2.21357 -0.64501 2.67694
13 H 1.77863 -2.37085 2.78153
14 H 1.49547 -1.81540 0.59705
15 H -1.13921 0.27320 1.98991
16 H -0.64114 1.74013 1.11254
17 H 0.33534 1.14575 2.44247
18 H 1.55181 1.64372 0.02527
19 H 2.31164 0.23741 -0.33781
20 H 0.44031 -0.97271 -1.26128
21 H -1.28924 -2.02828 0.12689
22 H -1.96923 -1.40190 -1.38690
23 H -2.25030 -0.55213 0.13717
24 H 1.10521 0.60427 -2.82520
25 H -0.50716 0.08606 -3.38160
26 H -0.10251 1.81354 -3.29528
27 H -1.94696 1.83590 -0.52015
28 H -2.41115 0.87610 -1.78525

Mulliken population analysis, charges in e, atoms 1 to 2:
1. C -0.929
2. N -0.293

> Number 6 is which compound?

C6H18N4